Density functional theory data (the ωB97M-V functional and the def2-TZVPD basis) for a 2-piece molecular cluster, C6H12O3 overall at a distorted geometry.

The geometry in XYZ format:
```
21
Properties=species:S:1:pos:R:3:forces:R:3:lowdin_charge:R:1
C -1.712 0.054 -1.224 0.16 0.02 0.18 -0.04
C -2.278 -1.456 0.619 0.42 -0.07 -2.48 -0.60
O -2.420 -1.096 -0.753 0.79 0.84 0.90 -0.10
O -3.243 -2.336 0.735 -1.37 -0.03 -1.83 0.13
O -1.407 -1.124 1.349 -0.29 0.25 0.36 0.15
H -3.600 -2.212 -0.257 0.30 -0.98 2.96 0.20
H -0.870 0.275 -0.564 -0.11 -0.04 -0.08 0.06
H -1.339 -0.171 -2.221 -0.04 0.00 0.00 0.09
H -2.397 0.903 -1.260 0.07 -0.03 -0.02 0.09
C 1.751 -1.255 -0.295 0.02 0.03 0.05 -0.10
C 1.454 2.450 0.888 0.02 -0.05 -0.01 -0.11
C 1.910 0.227 -0.165 -0.01 -0.09 0.06 -0.19
C 1.295 0.970 0.745 0.15 0.11 0.04 -0.20
H 2.595 0.693 -0.866 0.00 0.15 -0.05 0.10
H 0.639 0.493 1.465 -0.10 -0.12 -0.04 0.09
H 2.126 2.851 0.131 0.02 0.04 -0.02 0.07
H 1.005 -1.628 0.403 -0.04 -0.05 0.03 0.06
H 1.453 -1.525 -1.309 -0.01 -0.06 -0.04 0.07
H 2.697 -1.760 -0.091 0.02 -0.07 -0.04 0.07
H 0.488 2.951 0.799 -0.01 0.06 0.01 0.07
H 1.854 2.696 1.873 0.00 0.07 0.03 0.07
```
Forces are in eV/Å.

Summary:
ΔE to the lowest compared entry with this formula, charge and spin = 149.6 kJ/mol
LUMO level = 0.625 eV
Highest occupied orbital energy = -9.1 eV
Total charge = 0
SMILES = COC(=O)O.C/C=C/C